Entry 1:
# CH3F3N2P

A 2-piece molecular cluster, CH3F3N2P overall (ωB97M-V with the def2-TZVPD basis set, OMol25).

The geometry in XYZ format:
```
10
Properties=species:S:1:pos:R:3:lowdin_charge:R:1
C 0.60 -1.02 -0.35 -0.066
N 0.06 -1.38 -1.44 0.249
N -0.71 0.24 1.39 -0.129
F 1.91 -0.93 -0.34 0.146
F 0.71 2.39 1.07 -0.211
F -1.29 2.13 -0.23 -0.184
P -0.79 1.80 1.24 0.801
H -0.93 -1.43 -1.34 0.138
H 0.74 -1.54 -2.21 0.192
H -0.29 -0.26 2.20 0.064
```

As for the energy above the lowest of the compared OMol25 structures with the same formula, charge and spin: 456.50 kJ/mol. For the LUMO energy (spin up / spin down), the calculation gives -7.64 / -7.39 eV. The HOMO energy (spin up / spin down) comes out at -14.983 / -15.748 eV. The total charge is +1.



Entry 2:
# C9H9F

The molecule C9H9F (ωB97M-V with the def2-TZVPD basis set, OMol25).

The geometry in XYZ format:
```
19
Properties=species:S:1:pos:R:3:lowdin_charge:R:1
C 0.17 -2.03 0.23 -0.094
C -0.07 -1.21 1.25 -0.274
C 0.49 0.13 1.18 -0.062
C -1.28 0.39 -0.63 -0.072
C -0.04 -2.78 -0.87 0.130
C 0.47 -1.24 -1.20 -0.091
C -0.04 0.10 -1.28 -0.071
C -0.03 0.92 -0.04 -0.401
C 0.22 2.41 0.02 -0.023
F -1.02 -1.47 2.20 0.052
H 0.10 0.53 2.08 0.124
H 1.56 -0.03 1.12 0.138
H -1.82 1.24 -1.02 0.117
H -1.85 -0.22 0.00 0.111
H 0.33 -3.58 -1.38 0.053
H 1.49 -1.43 -1.63 0.123
H 0.04 2.80 0.99 0.073
H 0.00 3.00 -0.89 0.098
H 1.28 2.49 -0.12 0.069
```

As for the energy above the lowest of the compared OMol25 structures with the same formula, charge and spin: 458.20 kJ/mol. For the LUMO energy (spin up / spin down), the calculation gives -0.59 / -0.39 eV. The HOMO energy (spin up / spin down) comes out at -7.581 / -8.071 eV.